The following is a quantum chemistry calculation of a single C5H10O2 molecule in a non-equilibrium geometry, from the Open Molecules 2025 dataset.

Structure (XYZ):
```
17
Properties=species:S:1:pos:R:3:forces:R:3:mulliken_charge:R:1
C 1.8811 0.8391 -1.4135 -0.113 -0.008 0.119 -1.127
C 1.1202 -0.4069 -0.8920 -0.294 -0.104 0.141 -0.578
C 0.1878 -0.0314 0.3258 -0.241 -0.016 0.049 0.337
O -0.5329 1.0970 -0.0827 0.293 0.750 -0.189 -0.571
C -0.9651 -1.0049 0.8470 -0.600 0.309 0.266 -0.885
C -2.3575 -0.2686 1.4380 0.850 0.231 -0.230 0.149
O -2.5236 0.9351 1.4957 0.405 -0.710 -0.044 -0.507
H 2.4391 0.6225 -2.3370 -0.230 -0.156 0.292 0.358
H 1.1794 1.6471 -1.6317 0.104 -0.127 0.041 0.292
H 2.6143 1.2190 -0.6895 -0.222 -0.140 -0.009 0.285
H 0.5221 -0.8026 -1.7223 -0.107 0.031 0.199 0.355
H 1.8716 -1.1772 -0.6513 -0.444 0.117 0.257 0.306
H 0.9079 0.1960 1.1443 -0.551 0.002 -0.027 0.181
H -1.2377 1.2319 0.5863 0.396 0.560 -0.527 0.337
H -0.6336 -1.6244 1.6890 -0.047 -0.076 -0.183 0.360
H -1.2275 -1.6712 0.0094 -0.335 0.154 0.415 0.341
H -3.2457 -0.8005 1.8846 1.137 -0.819 -0.569 0.367
```
Forces are in eV/Å.

Calculated values
LUMO in eV: 0.773
Electronic energy in Eh: -346.93884
ΔE to the lowest compared entry with this formula, charge and spin in kcal/mol: 54.3
HOMO level in Ha: -0.35802
SMILES: CC[C@@H](O)CC=O
Charge: 0



The following is a quantum chemistry calculation of a single C6H12O molecule in a non-equilibrium geometry, from the Open Molecules 2025 dataset.

Structure (XYZ):
```
19
Properties=species:S:1:pos:R:3:forces:R:3:mulliken_charge:R:1
C -0.0153 2.4389 -1.1992 -0.131 0.062 -0.216 -0.756
O 0.4118 1.4175 -0.3330 -0.118 -0.194 -0.144 -0.288
C -0.4846 0.3945 -0.0745 0.480 -1.942 -1.617 -0.374
C -0.5798 -1.1164 -0.9084 0.912 0.180 0.081 -0.852
C -0.7655 -1.6558 0.5117 0.067 -0.392 0.184 -0.618
C -0.0995 -0.4321 1.1444 -0.155 -0.123 0.119 0.458
C 1.4269 -0.5991 1.2171 -0.005 -0.001 0.000 -1.329
H -0.9616 2.8782 -0.8554 0.108 -0.032 -0.067 0.316
H -0.1445 2.0525 -2.2174 -0.038 0.106 0.009 0.301
H 0.7653 3.2079 -1.2078 -0.199 -0.188 0.013 0.243
H -1.4534 0.4029 -0.5265 -1.560 2.221 1.499 0.338
H -1.3983 -1.4048 -1.6143 0.539 0.931 0.421 0.347
H 0.3714 -1.2800 -1.3887 0.372 -0.651 0.027 0.299
H -0.3120 -2.6192 0.7370 -0.034 -0.101 0.061 0.340
H -1.8266 -1.6859 0.7907 0.183 -0.090 -0.184 0.264
H -0.4616 -0.1426 2.1388 -0.099 0.172 -0.236 0.328
H 1.6760 -1.3827 1.9428 -0.076 0.131 -0.087 0.386
H 1.8524 -0.8882 0.2493 -0.110 0.040 0.172 0.291
H 1.9227 0.3270 1.5235 -0.134 -0.128 -0.034 0.307
```
Forces are in eV/Å.

Calculated values
LUMO in eV: 1.089
Electronic energy in Eh: -310.95509
ΔE to the lowest compared entry with this formula, charge and spin in kcal/mol: 65.4
HOMO level in Ha: -0.31183
SMILES: CO[C@H]1CC[C@H]1C
Charge: 0



The following is a quantum chemistry calculation of a 3-piece molecular cluster, C5H15O3 overall in a non-equilibrium geometry, from the Open Molecules 2025 dataset.

Structure (XYZ):
```
23
Properties=species:S:1:pos:R:3:forces:R:3:mulliken_spin:R:1
C 1.4482 0.4311 0.2390 0.946 0.514 -2.245 0.040
O 1.7863 1.7639 -0.0806 -0.394 -0.892 0.597 -0.038
C 0.0962 -0.0737 -0.3783 1.756 -0.734 1.263 -0.001
C -0.0597 -1.4701 0.2346 -0.664 0.256 3.383 0.423
C -1.3930 -2.1935 0.1579 -0.980 0.343 -0.890 0.637
C -2.5696 -1.4043 0.8427 0.994 0.433 -0.626 2.974
H 2.1533 -0.2338 -0.3069 0.437 -0.147 0.483 -0.015
H 1.5083 0.1028 1.3087 -0.173 0.722 -0.341 0.011
H 0.2097 -0.2315 -1.4342 -0.072 0.667 -0.745 -0.128
H -0.5625 0.7339 -0.1064 -1.147 -0.331 -0.018 0.033
H 0.1280 -1.2348 1.3709 -0.156 -1.035 -1.727 -0.235
H 0.6929 -2.2063 -0.0913 0.263 0.660 -0.071 0.312
H -1.3862 -3.2913 0.4405 0.228 1.229 0.178 -1.218
H -1.5634 -2.2401 -0.9390 -0.516 -0.122 0.326 0.099
H -2.2562 -1.0249 1.8442 -0.246 -0.431 -0.482 -0.329
H -3.4230 -2.0859 0.9174 -0.350 0.311 0.108 -1.620
H -2.8454 -0.4572 0.2610 0.211 -1.380 0.548 0.020
H 2.0739 1.8068 -2.0486 -1.547 -0.595 0.063 0.001
H 2.8725 2.0866 -3.1543 0.049 -0.040 -1.021 0.002
O 1.9857 1.7154 -3.0527 1.268 0.589 1.482 0.004
H -0.3853 3.1755 1.6631 0.719 -0.090 -0.372 -0.008
H 1.0107 2.8031 0.9225 -0.174 -0.272 -0.506 0.019
O 0.4785 3.5282 1.3898 -0.451 0.344 0.614 0.017
```
Forces are in eV/Å.

Calculated values
LUMO (spin up / spin down) in eV: 5.917 / 5.907
2S+1: 2
Electronic energy in Eh: -425.07167
ΔE to the lowest compared entry with this formula, charge and spin in kcal/mol: 16.6
HOMO level (spin up / spin down) in Ha: 0.14347 / -0.03897
Charge: -2



The following is a quantum chemistry calculation of C18H54IO20P5Si as an isolated structure, from the Open Molecules 2025 dataset.

Structure (XYZ):
```
99
Properties=species:S:1:pos:R:3:forces:R:3:mulliken_charge:R:1
C 0.1079 -1.7951 5.1371 -0.356 -0.182 -0.002 -1.025
C -0.7469 -2.2769 3.9514 0.281 -0.104 -0.500 -0.504
C 0.0007 -2.2788 2.5878 -0.459 0.201 0.281 -0.571
Si 0.1916 -0.5651 1.7748 0.086 -0.130 -0.735 0.793
I -1.2401 -3.4850 1.2235 0.157 0.258 0.281 -0.084
H 0.4989 -0.7809 4.9966 -0.169 -0.120 0.039 0.177
H -0.5444 -1.7933 6.0204 0.275 0.192 -0.101 0.328
H 0.9568 -2.4484 5.3707 -0.160 -0.005 -0.263 0.337
H -1.6332 -1.6331 3.8459 0.232 -0.073 0.058 0.340
H -1.1522 -3.2870 4.1013 0.274 0.205 0.336 0.426
H 0.9702 -2.7907 2.6202 -0.290 -0.038 0.040 0.527
H -0.9344 0.3433 2.0344 -0.134 -0.122 0.326 -0.201
H 1.4646 0.1118 2.1059 0.022 -0.082 0.269 -0.192
H 0.2150 -0.7836 0.3115 0.104 0.005 0.014 -0.240
C 1.7130 -3.8959 -1.0042 -0.323 0.129 0.049 -0.642
O 3.0571 -4.3933 -0.9567 0.761 -0.110 -0.066 -0.149
P 4.1607 -3.3950 -0.3952 -0.205 0.108 0.402 0.936
O 3.8585 -2.7852 0.9082 0.192 0.005 -0.745 -0.655
O 4.3748 -2.3294 -1.5690 -0.082 0.001 0.478 -0.316
C 4.4895 -2.7912 -2.9156 0.033 -0.037 -0.271 -0.683
O 5.4646 -4.3057 -0.4457 -0.614 -0.143 -0.144 -0.344
C 6.6917 -3.7174 -0.0048 0.305 0.124 0.061 -0.736
H 1.1952 -4.3824 -1.8300 0.122 -0.084 0.038 0.310
H 1.2040 -4.1299 -0.0722 0.088 0.029 -0.071 0.016
H 1.6899 -2.8155 -1.1637 0.018 -0.020 0.046 0.474
H 3.5482 -2.6150 -3.4368 0.003 -0.027 0.035 0.257
H 4.7359 -3.8521 -2.9667 -0.009 0.015 0.056 0.329
H 5.2778 -2.2243 -3.4084 -0.019 0.054 0.095 0.277
H 6.5389 -2.7269 0.4256 -0.058 -0.051 0.016 0.346
H 7.3696 -3.6379 -0.8548 -0.059 -0.016 -0.009 0.267
H 7.1367 -4.3651 0.7481 -0.084 -0.016 -0.015 0.247
C 1.6887 2.6198 4.0966 -0.053 -0.214 -0.331 -0.722
O 2.0193 3.1230 5.3952 -0.019 0.273 0.670 -0.353
P 1.0076 2.7800 6.5736 0.033 -0.442 -0.070 1.055
O 0.6627 1.3584 6.7215 -0.177 0.760 -0.072 -0.632
O -0.2572 3.7219 6.3048 0.070 -0.458 0.090 -0.287
C -0.0440 5.0915 5.9596 -0.012 0.267 -0.063 -0.695
O 1.7378 3.4462 7.8203 0.178 -0.045 -0.608 -0.343
C 1.0920 3.3381 9.0918 -0.142 0.023 0.288 -0.709
H 2.0846 3.3090 3.3529 0.048 0.047 0.131 0.354
H 2.1447 1.6410 3.9552 -0.061 0.011 0.050 0.257
H 0.6080 2.5403 3.9588 0.029 -0.030 0.027 0.341
H -0.1941 5.2190 4.8872 0.032 -0.026 0.016 0.253
H 0.9573 5.4313 6.2255 -0.004 -0.059 0.009 0.347
H -0.7733 5.6990 6.4932 -0.036 -0.104 0.014 0.274
H 0.2122 2.6948 9.0504 0.058 -0.024 -0.044 0.346
H 0.7926 4.3335 9.4206 0.020 -0.008 -0.056 0.259
H 1.8000 2.9234 9.8067 0.024 -0.011 -0.082 0.249
C -3.6189 -0.3561 -1.4973 -0.010 -0.345 0.149 -0.647
O -3.2158 0.8640 -2.1277 0.096 0.637 -0.178 -0.321
P -2.8287 2.0719 -1.1659 0.380 -0.092 0.152 0.824
O -1.8483 1.7536 -0.1185 -0.652 0.299 -0.230 -0.494
O -4.2308 2.5900 -0.5928 0.365 -0.143 0.198 -0.299
C -5.3297 2.7534 -1.4889 -0.213 0.062 -0.114 -0.714
O -2.3949 3.1887 -2.2101 -0.224 -0.718 -0.063 -0.282
C -1.9793 4.4569 -1.6836 0.100 0.376 0.123 -0.672
H -4.3260 -0.8594 -2.1547 0.050 0.119 -0.075 0.261
H -2.7507 -0.9970 -1.3459 -0.006 0.070 0.068 0.217
H -4.1041 -0.1714 -0.5367 0.058 0.016 -0.009 0.331
H -6.0178 1.9158 -1.3705 0.036 -0.005 -0.021 0.261
H -5.0067 2.8092 -2.5289 0.045 -0.015 0.032 0.345
H -5.8487 3.6759 -1.2332 0.065 -0.016 0.083 0.270
H -1.9111 4.4446 -0.5947 0.003 -0.102 -0.037 0.380
H -2.6981 5.2171 -1.9876 0.026 -0.043 -0.039 0.224
H -1.0054 4.7063 -2.0978 -0.060 -0.049 -0.059 0.265
C -0.4183 -9.7853 -2.8808 -0.079 -0.036 -0.330 -0.656
O -0.3117 -9.8223 -1.4569 0.085 0.100 0.697 -0.309
P -0.9941 -8.6271 -0.6550 -0.428 0.108 -0.085 0.829
O -2.3996 -8.3646 -0.9956 0.758 0.208 0.077 -0.685
O -0.0249 -7.3782 -0.9051 -0.467 -0.091 -0.110 -0.011
C 1.3898 -7.5581 -0.7909 0.271 0.040 0.066 -0.616
O -0.7166 -9.0337 0.8563 0.149 -0.407 -0.611 -0.333
C -1.2058 -8.1392 1.8617 -0.059 0.258 0.287 -0.651
H 0.4632 -10.2685 -3.2988 0.008 -0.018 0.143 0.245
H -1.3087 -10.3274 -3.1970 -0.015 0.078 0.035 0.267
H -0.4662 -8.7602 -3.2541 -0.036 -0.020 0.036 0.297
H 1.8263 -7.6167 -1.7888 -0.024 -0.021 0.017 0.242
H 1.6452 -8.4595 -0.2333 -0.067 -0.001 -0.011 0.443
H 1.8081 -6.6962 -0.2739 -0.087 0.019 -0.036 0.129
H -1.8139 -7.3408 1.4346 -0.004 -0.057 -0.012 0.312
H -0.3565 -7.6996 2.3846 0.009 -0.023 -0.060 0.239
H -1.8082 -8.7041 2.5707 0.015 -0.060 -0.096 0.267
C 0.4979 9.3256 -5.2606 0.327 0.105 0.135 -0.696
O -0.8706 9.0312 -5.5519 -0.659 -0.275 -0.152 -0.309
P -1.3781 7.5627 -5.2070 0.120 -0.109 0.389 1.080
O -1.0996 7.1030 -3.8377 -0.018 -0.074 -0.787 -0.650
O -0.7220 6.6451 -6.3409 0.009 -0.019 0.491 -0.272
C -0.7598 7.0838 -7.7003 0.001 0.029 -0.273 -0.703
O -2.9145 7.6357 -5.6111 0.486 0.531 0.026 -0.337
C -3.6939 6.4480 -5.4390 -0.190 -0.282 0.009 -0.599
H 0.8443 10.0675 -5.9779 -0.147 -0.017 -0.024 0.254
H 0.5798 9.7341 -4.2542 -0.020 -0.084 -0.006 0.258
H 1.1271 8.4372 -5.3440 -0.048 0.002 0.032 0.340
H 0.2190 7.4754 -7.9787 -0.026 0.018 0.031 0.261
H -1.5146 7.8535 -7.8630 0.004 -0.013 0.058 0.352
H -0.9905 6.2279 -8.3322 0.023 -0.045 0.102 0.264
H -3.1340 5.6604 -4.9320 0.018 0.066 0.014 0.263
H -4.0093 6.0886 -6.4184 0.044 0.045 0.006 0.252
H -4.5743 6.6933 -4.8478 0.062 0.067 -0.001 0.247
```
Forces are in eV/Å.

Calculated values
LUMO in eV: 0.605
Electronic energy in Eh: -4517.42407
HOMO level in Ha: -0.32983
Charge: 0